1.
C3H10N2O | ωB97M-V with the def2-TZVPD basis set

Frontier orbital gap: 9.932 eV
Net charge: 0
Spin multiplicity: 1
Max |F|: 1.16 eV Å⁻¹
SMILES string: CC=O.NCN
ΔE to the lowest compared entry with this formula, charge and spin: 1.525 eV
E_HOMO: -8.975 eV

CARTESIAN COORDINATES (ANGSTROEM)
O  1.600  -3.072  5.963
C  1.413  -2.096  5.288
C  0.364  -2.019  4.218
H  1.993  -1.175  5.515
H  0.246  -3.006  3.779
H  0.730  -1.326  3.458
H  -0.557  -1.560  4.566
N  0.005  1.941  -4.658
C  -1.155  1.472  -3.905
N  -0.963  1.109  -2.537
H  0.015  2.938  -4.825
H  0.895  1.663  -4.273
H  -1.909  2.257  -3.956
H  -1.596  0.625  -4.427
H  -0.237  0.425  -2.372
H  -0.844  1.824  -1.835

Force components x, y, z for each atom (eV/Å):
0.1717 -0.2349 -0.0831
-0.4379 0.2034 0.7231
0.9256 0.3794 -0.5897
-0.0511 -0.0180 -0.2477
-0.4181 0.0212 0.0997
0.0120 -0.0588 -0.2197
-0.2031 -0.2928 0.3177
0.0672 0.2051 -0.4138
0.0596 0.5504 -0.2476
0.0460 -0.6402 0.9355
-0.0029 -0.0855 0.2080
-0.0573 -0.1050 0.1064
-0.0767 0.0302 0.0739
0.1217 -0.2763 0.0410
-0.0936 -0.1385 -0.2852
-0.0630 0.4604 -0.4184

***

2.
C16H22N4O2S | ωB97M-V with the def2-TZVPD basis set

Frontier orbital gap: 8.975 eV
Net charge: 0
Spin multiplicity: 1
Max |F|: 1.12 eV Å⁻¹
SMILES string: COCCn1c(SCC(=O)N2CCCCC2)nc2cccnc21
ΔE to the lowest compared entry with this formula, charge and spin: 0.710 eV
E_HOMO: -8.244 eV

CARTESIAN COORDINATES (ANGSTROEM)
C  0.042  -3.455  0.021
H  0.570  -3.454  0.983
O  0.442  -2.374  -0.781
C  1.804  -2.425  -1.132
C  2.119  -1.250  -2.059
N  2.007  0.003  -1.368
C  0.943  0.861  -1.338
N  1.120  1.902  -0.564
C  2.369  1.740  -0.023
C  3.114  2.499  0.866
C  4.366  2.001  1.191
C  4.820  0.805  0.639
N  4.129  0.059  -0.212
C  2.937  0.539  -0.516
H  5.797  0.417  0.893
H  5.002  2.539  1.877
H  2.739  3.423  1.276
S  -0.477  0.549  -2.278
C  -1.473  2.033  -1.890
H  -0.842  2.693  -1.299
H  -1.724  2.494  -2.845
C  -2.779  1.620  -1.223
O  -3.807  1.606  -1.876
N  -2.745  1.275  0.078
C  -1.605  1.256  0.965
H  -1.884  1.800  1.876
C  -1.247  -0.186  1.331
C  -2.454  -0.870  1.968
C  -3.655  -0.772  1.031
C  -3.928  0.690  0.679
H  -4.184  1.255  1.583
H  -4.745  0.774  -0.039
H  -3.447  -1.322  0.111
H  -4.541  -1.206  1.497
H  -2.692  -0.378  2.916
H  -2.226  -1.915  2.183
H  -0.948  -0.724  0.430
H  -0.400  -0.181  2.020
H  -0.746  1.757  0.523
H  3.145  -1.347  -2.421
H  1.416  -1.247  -2.895
H  2.438  -2.365  -0.234
H  2.029  -3.367  -1.654
H  0.229  -4.411  -0.482
H  -1.026  -3.340  0.191

Force components x, y, z for each atom (eV/Å):
0.0251 -0.0580 0.0861
-0.0337 -0.0124 -0.0087
0.1129 0.2219 -0.2753
0.1347 0.0249 -0.1112
-0.0758 -0.6736 0.1994
-0.2461 0.2311 0.0036
0.0066 0.4372 0.2413
-0.2118 0.1097 -0.2036
0.4285 -0.5744 -0.1407
-0.0604 -0.2090 -0.1711
0.0114 0.0662 0.0509
0.2102 0.0547 0.1486
-0.3611 -0.3929 -0.4316
0.4254 0.7833 0.6829
0.1033 0.0658 0.0947
0.0766 0.0157 0.0514
-0.0429 0.0963 0.0371
-0.4015 -0.0182 -0.2192
0.1143 -0.2126 -0.2152
-0.0283 0.0393 0.0071
-0.0215 -0.0059 0.1767
0.2246 0.2586 -0.0969
-0.1633 -0.0369 -0.3820
-0.2181 0.0151 0.3666
0.4819 -0.1288 -0.0065
0.0486 0.0159 -0.0388
-0.1210 0.1710 0.2065
0.0720 -0.1386 -0.2393
-0.0034 0.1973 0.2565
-0.4005 -0.2721 -0.2494
-0.0058 -0.0012 -0.0205
0.0811 0.0458 0.1756
-0.0489 -0.0381 -0.0666
-0.0467 -0.0419 -0.0379
-0.0128 -0.0205 0.0848
-0.0085 -0.0163 0.0967
0.0695 0.0271 -0.0288
0.0814 -0.0115 0.0012
-0.1835 0.0161 0.0573
-0.1295 0.0009 -0.0629
0.1711 -0.0264 -0.0219
-0.0287 -0.0306 -0.1142
0.0173 0.0784 0.0346
-0.0289 0.0106 0.0235
-0.0141 -0.0629 0.0593

***

3.
C3H3NO2 | ωB97M-V with the def2-TZVPD basis set

Frontier orbital gap: 9.254 eV
Net charge: 0
Spin multiplicity: 1
Max |F|: 1.81 eV Å⁻¹
ΔE to the lowest compared entry with this formula, charge and spin: 2.627 eV
E_HOMO: -9.890 eV

CARTESIAN COORDINATES (ANGSTROEM)
O  2.591  -0.933  0.747
C  1.650  -0.571  1.277
N  0.613  0.800  -0.171
C  -0.644  0.677  -0.078
C  -1.161  -0.723  0.097
O  -0.409  -1.658  0.234
H  0.963  1.745  -0.029
H  -1.345  1.510  0.023
H  -2.253  -0.851  0.205

Force components x, y, z for each atom (eV/Å):
-0.7761 0.1990 0.5950
1.6299 -0.7657 0.2015
-0.5481 0.3267 -0.1852
0.3691 0.1509 0.0726
0.1488 -0.4360 0.0293
-0.5699 0.2950 -0.2935
-0.2373 0.2550 -0.4210
-0.0344 -0.0892 0.0734
0.0180 0.0642 -0.0721

***

4.
C5H13N3 | ωB97M-V with the def2-TZVPD basis set

Frontier orbital gap: 8.412 eV
Net charge: 0
Spin multiplicity: 1
Max |F|: 1.86 eV Å⁻¹
ΔE to the lowest compared entry with this formula, charge and spin: 3.278 eV
E_HOMO: -7.714 eV

CARTESIAN COORDINATES (ANGSTROEM)
C  -0.771  -0.087  0.918
C  1.559  0.581  0.763
C  -1.105  1.131  1.763
C  1.035  -0.568  -2.026
N  0.566  -0.470  0.693
C  0.067  -1.102  -1.009
N  -1.244  0.065  -0.566
N  -0.318  -2.308  -1.102
H  -1.357  -0.950  1.258
H  -2.197  -0.232  -0.782
H  -1.036  0.996  -0.927
H  -1.034  -2.585  -0.437
H  1.393  1.458  0.105
H  2.521  0.163  0.463
H  1.636  0.996  1.777
H  -2.187  1.256  1.856
H  -0.701  0.983  2.765
H  -0.672  2.047  1.354
H  0.593  -0.668  -3.021
H  1.941  -1.171  -2.004
H  1.311  0.467  -1.840

Force components x, y, z for each atom (eV/Å):
-0.8520 0.2118 -1.0965
-0.1577 0.2102 -0.3792
0.0915 -0.1437 -0.0080
-0.3047 0.3699 -0.0430
-0.1255 -0.5941 -0.9409
1.1219 -0.4544 1.4094
0.3741 0.2814 0.7452
-0.4749 0.2879 -0.1784
0.0357 0.0888 0.0829
0.1997 0.1593 -0.0804
-0.2857 -0.0872 0.0394
0.2757 -0.0979 0.1733
-0.0827 -0.0577 -0.0085
0.0306 0.0334 0.2126
0.1269 -0.2251 -0.0588
0.1034 0.0067 -0.0565
0.0120 0.0338 0.0227
-0.0329 -0.0815 0.0162
0.0364 0.0728 0.1037
-0.0683 -0.0631 0.1317
-0.0235 0.0487 -0.0869

***

5.
CH2ClI | ωB97M-V with the def2-TZVPD basis set

Frontier orbital gap: 9.426 eV
Net charge: 0
Spin multiplicity: 1
Max |F|: 2.66 eV Å⁻¹
SMILES string: ClCI
ΔE to the lowest compared entry with this formula, charge and spin: 0.232 eV
E_HOMO: -9.709 eV

CARTESIAN COORDINATES (ANGSTROEM)
C  0.270  0.023  -0.067
Cl  0.642  -1.684  -0.015
I  -1.940  0.619  -0.066
H  0.562  0.768  -0.840
H  0.465  0.274  0.987

Force components x, y, z for each atom (eV/Å):
-1.7383 1.1629 1.6436
-0.0911 0.1674 -1.0844
0.9716 -0.6594 -0.1058
0.6083 -1.4284 0.4772
0.2495 0.7576 -0.9306

***

6.
C27H29F2O2SiV | ωB97M-V with the def2-TZVPD basis set

Frontier orbital gap: 2.381 eV
Net charge: +2
Spin multiplicity: 1
Max |F|: 7.41 eV Å⁻¹
E_HOMO: -12.407 eV

CARTESIAN COORDINATES (ANGSTROEM)
C  2.245  0.075  -3.799
Si  0.338  -0.079  -3.843
C  -0.232  0.819  -5.464
C  -0.580  0.795  -2.397
C  0.248  0.808  -1.019
C  -0.087  2.011  -0.027
F  1.164  2.510  0.467
F  -0.719  3.142  -0.673
C  -1.113  1.614  1.183
C  -1.203  2.812  2.227
C  -0.343  2.639  3.574
C  1.145  3.256  3.474
C  1.445  4.645  2.789
C  2.845  5.277  2.643
C  4.058  4.478  3.209
C  3.798  3.101  3.922
C  2.364  2.476  4.055
O  -0.569  0.400  1.793
C  -1.753  -0.393  2.031
O  -2.904  0.099  1.713
C  -1.674  -1.847  2.642
C  -2.573  -2.200  3.857
C  -2.463  -3.617  4.491
C  -1.488  -4.686  3.883
C  -0.607  -4.273  2.640
C  -0.666  -2.845  2.006
C  -0.102  -1.927  -4.069
C  1.042  -3.005  -3.900
C  0.709  -4.521  -4.126
C  -0.752  -4.882  -4.522
C  -1.905  -3.847  -4.667
C  -1.552  -2.348  -4.439
H  2.506  1.178  -3.953
H  2.718  -0.587  -4.616
H  2.670  -0.225  -2.773
H  -1.389  0.837  -5.475
H  0.183  0.260  -6.373
H  0.151  1.911  -5.501
H  -1.531  0.156  -2.200
H  -0.919  1.816  -2.776
H  0.163  -0.237  -0.562
H  1.364  0.928  -1.306
H  -2.316  2.882  2.552
H  -0.976  3.848  1.763
H  -0.315  1.590  4.019
H  -0.864  3.298  4.375
H  0.562  5.226  2.349
H  3.033  6.280  2.111
H  5.094  4.932  3.082
H  4.673  2.485  4.351
H  2.267  1.454  4.579
H  -3.314  -1.443  4.298
H  -3.090  -3.883  5.404
H  -1.390  -5.727  4.330
H  0.112  -5.041  2.188
H  -0.016  -2.534  1.124
H  2.128  -2.712  -3.637
H  1.556  -5.289  -4.009
H  -1.010  -5.976  -4.714
H  -2.983  -4.103  -4.944
H  -2.318  -1.493  -4.550
V  -4.864  -0.318  1.210

Force components x, y, z for each atom (eV/Å):
0.5070 0.1595 0.6822
0.3749 -0.1641 -1.8978
-0.3498 0.4699 0.0739
-1.1970 -0.3955 1.1506
0.8651 0.4781 -1.2209
-0.1110 0.1348 -2.0708
-3.1069 -0.9556 -0.1117
1.3926 -2.4693 1.4594
6.2975 2.6982 2.8108
-2.2765 -0.1793 -0.5574
1.8154 1.1954 1.3841
2.6107 0.3603 -0.2445
2.0746 -0.6413 0.6397
-0.5591 -3.7937 1.7153
-3.7904 -1.2697 0.2608
-2.6775 1.0040 -1.0274
1.4717 3.1698 -1.7572
-5.5094 -0.4748 -1.1517
-1.4845 -1.0930 0.4632
3.5894 -0.8345 0.6362
1.0455 -1.3886 0.5598
1.9494 -2.7349 -1.0660
2.1029 0.7086 -3.0087
-0.1012 4.2946 -1.8846
-1.9193 2.1269 1.1797
-2.3383 -1.3605 3.6445
-0.4396 -3.7519 -0.0005
-3.5234 -1.5953 -0.9905
-2.5961 3.5043 -0.3679
0.4267 2.4237 0.5181
3.7940 1.9051 0.9875
2.6567 -2.4495 0.3966
-0.1558 -1.5366 0.0476
-0.7117 1.1919 1.2719
-0.3914 0.2982 -1.5348
1.8214 -0.0017 -0.3104
-0.7656 0.7881 1.2395
-0.6642 -1.7408 0.0651
1.2912 1.1650 -0.4743
0.6037 -1.2439 0.7648
0.0286 1.7016 -0.1938
-1.7974 -0.0044 0.7656
1.7207 -0.0631 -0.2899
-0.3783 -2.0513 0.1282
0.0525 1.4125 -0.8471
0.5297 -0.9584 -1.5471
1.4584 -0.8975 0.7878
-0.5774 -1.8426 0.9987
-1.5103 -0.9435 0.3581
-1.5553 1.2944 -0.8000
0.0350 1.9032 -0.9825
1.4166 -1.2401 -0.7651
0.9692 0.4812 -1.4838
-0.1898 1.6560 -0.6961
-1.2541 1.3086 0.7775
-0.9941 -0.6029 1.4025
-2.0908 -0.4169 -0.4790
-1.7267 1.1870 -0.3128
0.4572 1.7059 0.3186
1.9262 0.0803 0.4021
1.1800 -1.7305 0.1069
0.2785 0.0188 0.0764